# 1
Molecular formula: C5H11NO
Method: DFT, ωB97M-V/def2-TZVPD

Values from the calculation:
Frontier orbital gap (Ha): 0.32799
SMILES: [NH3+][O-].C#CC(C)C
Relative energy (zero: lowest compared OMol25 entry of this formula, charge and spin) (kcal/mol): 148.2
Multiplicity: 1
Total charge: 0

Cartesian coordinates (Å):
1 O 1.988 0.189 -1.453
2 N 2.662 0.168 -0.201
3 C -0.710 -1.360 0.893
4 C 0.261 2.106 0.301
5 C -0.436 1.155 0.555
6 C -1.261 -0.032 0.383
7 C -1.761 -0.154 -1.064
8 H 1.970 0.471 0.446
9 H 3.563 0.711 -0.116
10 H 0.642 3.017 0.440
11 H 0.107 -1.799 0.283
12 H -0.491 -1.437 2.034
13 H -2.183 0.141 0.862
14 H -1.519 -1.997 0.790
15 H -2.687 -0.570 -1.112
16 H -1.049 -0.677 -1.750
17 H -1.815 0.912 -1.491
18 H 2.717 -0.845 0.201

Atomic forces in eV per Å
O 1.310 -0.105 0.866
N -0.564 -2.412 -0.439
C 1.477 0.382 1.759
C -1.692 -2.436 0.891
C 0.462 -0.282 -0.980
C 0.551 -0.411 -0.547
C 3.639 2.826 -1.644
H -0.611 1.594 0.951
H -1.093 -0.864 -0.217
H 1.592 2.923 -0.006
H -0.255 0.605 0.400
H 0.011 0.576 -1.964
H -1.016 0.337 1.373
H -1.563 -1.699 -0.325
H -2.645 -1.389 -0.090
H -0.447 0.258 0.719
H -0.150 -1.570 0.542
H 0.992 1.667 -1.288

Löwdin population analysis, charges in e, atoms 1 to 4: -0.34 -0.08 -0.08 0.12

***

# 2
Molecular formula: C5H11NO
Method: DFT, ωB97M-V/def2-TZVPD

Values from the calculation:
Frontier orbital gap (Ha): 0.29980
Relative energy (zero: lowest compared OMol25 entry of this formula, charge and spin) (kcal/mol): 112.7
Multiplicity: 1
Total charge: 0

Cartesian coordinates (Å):
1 O -0.095 1.343 2.928
2 N 0.849 0.071 0.046
3 C -0.857 0.943 1.793
4 C -0.163 -0.010 0.897
5 C 0.859 -1.068 0.963
6 C 1.536 0.522 -0.957
7 C -1.165 -0.819 -2.218
8 H -1.189 1.813 1.206
9 H -1.104 0.077 -2.841
10 H -2.105 -1.339 -2.411
11 H 1.247 1.454 -1.425
12 H 1.681 -1.049 1.686
13 H -1.129 -0.537 -1.162
14 H -1.752 0.469 2.202
15 H 0.669 -2.045 0.510
16 H -0.324 -1.477 -2.453
17 H 0.715 1.750 2.596
18 H 2.327 -0.098 -1.358

Atomic forces in eV per Å
O 0.272 0.173 -0.033
N -0.108 0.062 0.007
C -0.279 -0.101 -0.241
C 0.116 0.119 0.006
C 0.175 -0.299 0.047
C 0.009 0.039 0.051
C -0.052 -0.029 -0.050
H 0.088 -0.127 0.089
H -0.028 -0.151 0.049
H 0.095 0.050 -0.051
H 0.047 -0.076 0.128
H -0.089 0.032 -0.103
H -0.066 -0.078 -0.229
H 0.125 0.069 -0.043
H -0.001 0.131 0.097
H -0.158 0.090 0.008
H -0.062 -0.006 0.153
H -0.083 0.103 0.114

Löwdin population analysis, charges in e, atoms 1 to 4: -0.06 -0.16 -0.22 -0.20

***

# 3
Molecular formula: C5H11NO
Method: DFT, ωB97M-V/def2-TZVPD

Values from the calculation:
Frontier orbital gap (Ha): 0.32318
Relative energy (zero: lowest compared OMol25 entry of this formula, charge and spin) (kcal/mol): 125.4
Multiplicity: 1
Total charge: 0

Cartesian coordinates (Å):
1 O 1.458 0.997 -0.390
2 N -1.295 0.122 0.156
3 C -0.135 -0.551 0.711
4 C -2.654 -0.392 0.539
5 C 0.632 -0.117 -0.563
6 C -0.721 0.303 -1.151
7 C 2.688 0.658 0.200
8 H 1.153 -0.924 -1.092
9 H -0.290 -1.638 0.795
10 H -2.668 -1.513 0.535
11 H 2.560 0.221 1.202
12 H -2.139 0.573 1.089
13 H 3.268 1.578 0.287
14 H -1.166 -0.390 -1.871
15 H 3.240 -0.062 -0.424
16 H -3.397 -0.042 -0.183
17 H -0.768 1.337 -1.509
18 H 0.233 -0.159 1.670

Atomic forces in eV per Å
O 0.032 0.064 -0.092
N 0.576 0.057 -0.596
C 0.130 -0.106 0.009
C 0.702 0.741 -0.518
C 0.121 -0.200 -0.223
C 0.144 -0.128 -0.509
C 0.303 -0.026 0.122
H 0.053 0.093 0.051
H 0.132 0.062 -0.045
H 0.020 0.837 0.711
H -0.009 0.072 -0.148
H -2.471 -1.310 1.553
H -0.049 -0.137 0.004
H 0.211 -0.043 -0.283
H -0.056 0.101 0.084
H 0.194 0.206 0.173
H 0.050 -0.218 -0.099
H -0.082 -0.066 -0.193

Löwdin population analysis, charges in e, atoms 1 to 4: -0.14 -0.29 -0.11 -0.08

***

# 4
Molecular formula: C5H11NO
Method: DFT, ωB97M-V/def2-TZVPD

Values from the calculation:
Frontier orbital gap (Ha): 0.35937
SMILES: CCN(C)C(C)=O
Relative energy (zero: lowest compared OMol25 entry of this formula, charge and spin) (kcal/mol): 47.4
Multiplicity: 1
Total charge: 0

Cartesian coordinates (Å):
1 O 1.553 -0.744 1.204
2 N -0.082 -0.325 -0.263
3 C 0.339 -1.399 -1.129
4 C 1.113 1.612 0.617
5 C -2.342 0.066 0.022
6 C 0.875 0.093 0.619
7 C -1.104 0.520 -0.752
8 H 1.336 -1.904 -0.968
9 H -2.073 -0.702 0.831
10 H -0.454 -2.221 -1.140
11 H -0.994 1.554 -0.602
12 H 0.291 2.213 1.157
13 H -3.070 -0.329 -0.727
14 H -1.162 0.630 -1.785
15 H 1.426 1.897 -0.440
16 H 0.317 -1.009 -2.177
17 H -2.737 0.914 0.493
18 H 1.981 1.830 1.308

Atomic forces in eV per Å
O -0.060 1.148 -0.148
N 2.923 -0.012 -0.481
C -1.206 -2.146 -1.665
C 0.888 0.651 1.848
C -0.592 -1.685 -1.114
C 0.478 -0.089 0.106
C -0.970 -0.408 1.996
H -1.178 1.059 0.457
H -0.475 1.067 -1.472
H 1.038 0.758 0.101
H 0.902 1.355 1.284
H 0.890 -0.819 -1.587
H 0.144 0.025 1.050
H -0.387 -1.278 -2.263
H -0.896 0.081 1.411
H 0.224 -0.261 0.594
H -1.056 1.051 0.809
H -0.665 -0.496 -0.926

Löwdin population analysis, charges in e, atoms 1 to 4: 0.04 -0.17 -0.06 -0.02

***

# 5
Molecular formula: C5H11NO
Method: DFT, ωB97M-V/def2-TZVPD

Values from the calculation:
Frontier orbital gap (Ha): 0.38069
SMILES: CCNC(=O)CC
Relative energy (zero: lowest compared OMol25 entry of this formula, charge and spin) (kcal/mol): 13.3
Multiplicity: 1
Total charge: 0

Cartesian coordinates (Å):
1 O -1.412 0.253 -1.389
2 N -0.654 -0.255 0.669
3 C -0.499 0.271 -0.585
4 C 0.411 -0.626 1.590
5 C -0.197 -1.123 2.923
6 C 1.129 0.677 -2.459
7 C 0.880 0.784 -0.962
8 H 1.003 1.796 -0.556
9 H 0.231 0.944 -3.005
10 H -1.619 -0.356 0.939
11 H 1.390 -0.357 -2.696
12 H 0.129 -0.644 3.837
13 H 0.938 -1.476 1.192
14 H 1.010 0.260 1.788
15 H 1.972 1.278 -2.798
16 H -1.289 -1.029 2.902
17 H -0.064 -2.203 2.983
18 H 1.663 0.271 -0.420

Atomic forces in eV per Å
O -0.216 0.459 0.182
N -0.051 0.517 -0.316
C 0.358 -0.822 -0.108
C -1.174 0.478 1.032
C -0.886 -0.542 -0.546
C 0.200 -0.150 0.087
C 0.297 0.290 0.170
H -0.389 0.152 -0.341
H -0.018 0.068 -0.135
H 0.010 -0.344 0.049
H -0.188 -0.009 -0.103
H 0.381 0.108 -0.070
H 0.783 0.117 -0.375
H 0.515 -0.285 -0.133
H -0.072 0.173 0.125
H 0.081 0.267 0.015
H 0.272 0.047 0.327
H 0.099 -0.523 0.139

Löwdin population analysis, charges in e, atoms 1 to 4: 0.05 0.04 -0.50 -0.23

***

# 6
Molecular formula: C5H11NO
Method: DFT, ωB97M-V/def2-TZVPD

Values from the calculation:
Frontier orbital gap (Ha): 0.29826
SMILES: CNC(O)=C(C)C
Relative energy (zero: lowest compared OMol25 entry of this formula, charge and spin) (kcal/mol): 31.3
Multiplicity: 1
Total charge: 0

Cartesian coordinates (Å):
1 O 1.096 -1.444 0.014
2 N 1.237 0.830 -0.134
3 C 2.659 0.680 -0.362
4 C 0.398 -0.265 0.006
5 C -0.940 -0.174 0.122
6 C -1.643 1.133 -0.119
7 C -1.797 -1.326 0.571
8 H 3.034 1.544 -0.922
9 H -1.044 1.790 -0.760
10 H -2.599 0.954 -0.627
11 H -1.227 -2.232 0.808
12 H -1.875 1.675 0.810
13 H 0.983 1.610 0.454
14 H -2.336 -1.055 1.488
15 H 0.485 -2.127 -0.284
16 H 2.831 -0.221 -0.949
17 H 3.233 0.595 0.570
18 H -2.561 -1.591 -0.172

Atomic forces in eV per Å
O -0.166 -0.128 -0.009
N -0.159 0.157 0.077
C 0.201 0.022 -0.042
C -0.285 0.233 0.084
C 0.320 -0.051 -0.061
C 0.002 0.054 -0.003
C -0.057 -0.105 0.012
H -0.053 -0.151 0.085
H -0.117 -0.077 0.126
H 0.118 0.046 0.084
H -0.086 0.153 -0.043
H 0.023 -0.050 -0.113
H 0.015 -0.137 -0.162
H 0.023 -0.043 -0.085
H 0.103 -0.061 0.087
H 0.053 0.172 0.042
H -0.037 -0.051 -0.126
H 0.102 0.016 0.048

Löwdin population analysis, charges in e, atoms 1 to 4: 0.05 -0.02 -0.10 -0.37

***

# 7
Molecular formula: C5H11NO
Method: DFT, ωB97M-V/def2-TZVPD

Values from the calculation:
Frontier orbital gap (Ha): 0.37988
SMILES: [H]/N=C(\O)CC(C)C
Relative energy (zero: lowest compared OMol25 entry of this formula, charge and spin) (kcal/mol): 62.2
Multiplicity: 1
Total charge: 0

Cartesian coordinates (Å):
1 O 0.096 -0.697 2.895
2 N 1.088 1.055 1.397
3 C -0.364 -0.215 -0.897
4 C -0.380 -0.904 0.715
5 C -0.852 1.219 -1.017
6 C 0.954 -0.448 -1.615
7 C 0.276 0.117 1.466
8 H -0.788 -1.028 3.111
9 H 1.267 -1.495 -1.547
10 H 0.853 -0.223 -2.683
11 H -1.436 -0.998 0.958
12 H -1.735 1.399 -0.397
13 H -1.124 1.441 -2.056
14 H 1.387 1.347 2.332
15 H 1.754 0.185 -1.222
16 H -0.077 1.941 -0.745
17 H -1.115 -0.871 -1.349
18 H 0.194 -1.826 0.653

Atomic forces in eV per Å
O 1.189 2.156 -0.325
N -1.125 -0.601 0.042
C -0.694 -2.059 1.321
C -0.232 2.700 -6.187
C 0.052 0.190 0.155
C 0.127 -0.079 0.015
C 0.747 -2.431 5.077
H 0.089 0.415 -0.606
H 0.013 0.103 0.051
H -0.038 0.047 0.142
H 0.235 -0.223 0.200
H 0.048 0.049 -0.038
H -0.021 -0.174 0.118
H -0.028 -0.130 -0.185
H -0.069 -0.065 0.052
H -0.117 -0.151 0.124
H 0.035 0.151 -0.297
H -0.212 0.100 0.340

Löwdin population analysis, charges in e, atoms 1 to 4: -0.14 0.20 -0.38 -0.08

***

# 8
Molecular formula: C5H11NO
Method: DFT, ωB97M-V/def2-TZVPD

Values from the calculation:
Frontier orbital gap (Ha): 0.36842
SMILES: CCN(C)C(C)=O
Relative energy (zero: lowest compared OMol25 entry of this formula, charge and spin) (kcal/mol): 11.2
Multiplicity: 1
Total charge: 0

Cartesian coordinates (Å):
1 O -0.783 -0.059 -1.875
2 N 0.031 0.309 0.209
3 C 1.990 -0.733 -0.962
4 C -0.963 -0.038 -0.666
5 C -0.261 0.703 1.576
6 C -2.305 -0.456 -0.076
7 C 1.391 0.504 -0.298
8 H 3.026 -0.528 -1.253
9 H 0.496 1.416 1.913
10 H 1.421 -0.991 -1.857
11 H -2.617 -1.362 -0.602
12 H 1.405 1.345 -1.001
13 H -3.062 0.310 -0.273
14 H 2.008 0.780 0.563
15 H -2.284 -0.665 0.996
16 H -0.260 -0.161 2.249
17 H -1.225 1.217 1.638
18 H 1.990 -1.591 -0.281

Atomic forces in eV per Å
O -0.009 -0.045 0.298
N -0.133 -0.041 -0.214
C -0.040 -0.025 -0.044
C 0.037 0.010 -0.045
C -0.038 0.005 0.115
C -0.024 -0.016 0.001
C 0.120 0.076 -0.027
H -0.153 -0.019 0.050
H -0.087 -0.154 -0.048
H 0.103 -0.010 0.114
H 0.063 0.157 0.019
H -0.007 -0.098 0.034
H 0.162 -0.055 0.016
H -0.121 0.003 -0.151
H 0.027 0.040 -0.187
H -0.027 0.169 0.084
H 0.144 -0.148 0.046
H -0.018 0.150 -0.063

Löwdin population analysis, charges in e, atoms 1 to 4: 0.04 -0.12 -0.08 -0.50

***

# 9
Molecular formula: C5H11NO
Method: DFT, ωB97M-V/def2-TZVPD

Values from the calculation:
Frontier orbital gap (Ha): 0.32902
Relative energy (zero: lowest compared OMol25 entry of this formula, charge and spin) (kcal/mol): 100.4
Multiplicity: 1
Total charge: 0

Cartesian coordinates (Å):
1 O 1.013 -1.991 1.061
2 N -1.044 -0.887 0.667
3 C 1.776 1.151 1.112
4 C -2.136 -1.075 -0.282
5 C 0.815 1.510 -1.163
6 C 0.858 0.858 0.191
7 C 0.354 -1.371 0.254
8 H 1.793 0.616 2.058
9 H 0.426 -1.441 -0.843
10 H -2.316 -2.137 -0.471
11 H -0.203 1.815 -1.427
12 H -1.881 -0.585 -1.223
13 H -1.234 -1.233 1.603
14 H 2.573 1.875 0.946
15 H 1.451 2.399 -1.233
16 H 1.143 0.806 -1.936
17 H -3.044 -0.619 0.115
18 H -0.346 0.308 0.571

Atomic forces in eV per Å
O -0.597 1.105 -1.148
N 0.237 -0.988 0.219
C -0.062 -0.259 -0.229
C 0.278 -0.396 0.083
C 0.115 0.098 -0.115
C -1.710 0.745 0.657
C -1.594 -1.866 1.477
H -0.016 0.135 0.024
H 0.369 0.404 0.118
H -0.151 0.041 -0.143
H 0.079 -0.025 0.023
H -0.049 0.027 0.017
H 0.024 -0.135 -0.178
H 0.036 -0.066 -0.034
H 0.055 -0.088 -0.006
H -0.023 0.057 -0.025
H 0.094 -0.023 -0.056
H 2.915 1.233 -0.683

Löwdin population analysis, charges in e, atoms 1 to 4: 0.05 -0.13 -0.01 -0.09

***

# 10
Molecular formula: C5H11NO
Method: DFT, ωB97M-V/def2-TZVPD

Values from the calculation:
Frontier orbital gap (Ha): 0.30349
SMILES: C=CC(=C)NC.O
Relative energy (zero: lowest compared OMol25 entry of this formula, charge and spin) (kcal/mol): 86.3
Multiplicity: 1
Total charge: 0

Cartesian coordinates (Å):
1 O 1.759 -2.415 1.363
2 N 0.571 -0.122 -0.678
3 C -0.598 0.478 -0.249
4 C -2.886 -0.136 0.442
5 C -1.563 -0.396 0.454
6 C -0.847 1.798 -0.464
7 C 1.885 0.440 -0.664
8 H -3.348 0.548 -0.265
9 H 2.406 -1.839 1.782
10 H -3.525 -0.657 1.151
11 H -0.134 2.613 -0.515
12 H 2.372 0.503 -1.652
13 H 0.601 -1.059 -1.042
14 H -1.280 -1.431 0.592
15 H -1.847 2.213 -0.460
16 H 2.676 0.116 0.032
17 H 1.769 1.471 -0.313
18 H 1.987 -2.127 0.485

Atomic forces in eV per Å
O 0.548 0.325 0.230
N 1.970 -1.272 0.389
C -0.215 0.883 -0.881
C 0.469 -0.518 0.436
C -1.528 0.110 -2.373
C -0.164 0.162 0.603
C 0.402 2.269 -0.139
H 0.147 0.557 0.665
H -0.085 -0.118 1.027
H -0.150 -0.352 -0.605
H 0.479 -0.555 -0.890
H -0.346 -0.123 0.153
H -0.967 -0.120 0.428
H 0.551 0.204 1.342
H -0.145 -0.349 0.978
H -0.571 -0.949 0.143
H 0.065 0.115 -0.347
H -0.460 -0.270 -1.157

Löwdin population analysis, charges in e, atoms 1 to 4: -0.05 -0.07 -0.37 0.01

***

# 11
Molecular formula: C5H11NO
Method: DFT, ωB97M-V/def2-TZVPD

Values from the calculation:
Frontier orbital gap (Ha): 0.31171
SMILES: C=C/C=C(/C)N.O
Relative energy (zero: lowest compared OMol25 entry of this formula, charge and spin) (kcal/mol): 45.6
Multiplicity: 1
Total charge: 0

Cartesian coordinates (Å):
1 O -3.284 -3.331 1.032
2 N 0.854 0.623 -1.952
3 C 0.568 1.284 -0.761
4 C 0.575 -0.720 0.688
5 C 0.661 0.704 0.455
6 C 0.623 -1.292 1.903
7 C 0.405 2.751 -0.955
8 H 0.661 -1.354 -0.189
9 H -2.483 -2.805 0.910
10 H -0.019 3.280 -0.103
11 H -3.072 -4.194 0.657
12 H 0.408 -2.342 2.031
13 H -0.292 2.936 -1.773
14 H 0.785 1.375 1.295
15 H 1.000 -0.734 2.741
16 H 0.343 0.879 -2.780
17 H 1.287 3.318 -1.251
18 H 0.980 -0.378 -1.947

Atomic forces in eV per Å
O 0.219 -0.016 -0.102
N -0.367 -0.468 -0.284
C 1.161 -0.108 -0.054
C 1.083 -0.065 0.526
C -0.061 0.317 -0.352
C 0.159 -0.057 -0.876
C -0.552 0.886 -0.147
H -0.931 -0.212 -0.056
H -0.165 -0.068 0.059
H 0.035 -0.319 0.226
H -0.031 0.117 0.055
H 0.363 -0.137 0.034
H -0.202 -0.108 -0.120
H -0.455 -0.079 0.180
H -0.592 0.267 0.498
H -0.142 0.389 0.018
H 0.434 -0.419 0.031
H 0.043 0.078 0.364

Löwdin population analysis, charges in e, atoms 1 to 4: -0.06 0.10 -0.40 -0.20

***

# 12
Molecular formula: C5H11NO
Method: DFT, ωB97M-V/def2-TZVPD

Values from the calculation:
Frontier orbital gap (Ha): 0.37051
SMILES: CCN(C)C(C)=O
Relative energy (zero: lowest compared OMol25 entry of this formula, charge and spin) (kcal/mol): 23.0
Multiplicity: 1
Total charge: 0

Cartesian coordinates (Å):
1 O 0.500 0.902 -1.926
2 N -0.372 0.067 0.004
3 C 0.111 -0.675 1.214
4 C 0.599 0.756 -0.733
5 C -1.381 -0.592 -0.803
6 C -1.052 -1.427 1.859
7 C 1.735 1.314 0.079
8 H 2.486 0.540 0.285
9 H -1.856 -0.731 2.122
10 H -1.474 -2.194 1.212
11 H 0.454 0.119 1.860
12 H -1.280 -1.646 -1.100
13 H 1.620 1.784 1.053
14 H -1.515 -0.125 -1.771
15 H 0.752 -1.475 0.838
16 H -2.306 -0.528 -0.225
17 H 2.266 2.030 -0.553
18 H -0.819 -1.923 2.802

Atomic forces in eV per Å
O 0.355 0.321 -0.420
N 0.935 -0.615 -0.701
C -1.964 -0.299 -1.216
C -1.022 -0.390 1.428
C -1.265 -0.124 -0.026
C -0.705 0.464 0.571
C 1.789 0.338 -0.393
H -0.233 -0.197 -0.210
H -0.008 -0.034 -0.168
H 0.110 0.081 -0.086
H 0.854 -0.516 0.408
H 0.771 -0.049 0.594
H -0.892 -0.019 -0.077
H 0.077 0.612 0.235
H 0.994 0.459 0.528
H -0.142 -0.072 -0.372
H -0.189 -0.028 -0.002
H 0.534 0.067 -0.093

Löwdin population analysis, charges in e, atoms 1 to 4: 0.06 -0.11 -0.20 -0.51